--- 1 ---
Density functional theory data (ωB97M-V with the def2-TZVPD basis set) for the molecule C24H32N4O4.

Element x y z (Å)
O1 -2.4837 -1.8048 -1.1666
O2 4.2392 -1.6458 -0.6516
O3 -0.4463 4.4016 -0.6881
O4 3.4410 1.7200 2.0417
N1 5.0621 0.2449 0.3092
N2 -1.4169 2.4182 -0.1177
N3 -3.5404 1.7055 0.2700
N4 2.1602 0.0458 1.2705
C1 -3.7678 -1.7459 -0.5720
C2 0.9630 -0.4601 0.6987
C3 -3.9797 -4.2547 -0.3340
C4 -5.4610 3.0949 0.0116
C5 -0.1811 -1.4783 -1.1503
C6 -3.2848 3.9767 -0.4476
C7 3.2638 -0.8958 1.4210
C8 -1.4124 -0.8669 0.8199
C9 0.9844 -1.0226 -0.5770
C10 7.0590 -0.4896 -0.9096
C11 1.2370 2.3245 1.3354
C12 -0.2332 -0.4284 1.4018
C13 5.3042 0.9279 -2.0372
C14 -4.6535 4.1530 -0.3838
C15 -4.8487 1.8952 0.3256
C16 -2.7713 2.7249 -0.1069
C17 0.9792 2.5353 -0.1653
C18 -4.1759 -5.4187 0.6284
C19 6.0225 0.6164 -0.7243
C20 2.3704 1.3447 1.5864
C21 -1.4032 -1.3821 -0.4753
C22 -4.0276 -2.9094 0.3876
C23 -0.3527 3.2414 -0.3658
C24 4.2466 -0.8153 0.2363
H1 4.5629 1.7103 -1.8873
H2 6.5691 -1.3973 -1.2493
H3 -2.6217 4.7699 -0.7463
H4 4.8059 0.0336 -2.4013
H5 4.8822 0.9115 1.0522
H6 0.3290 1.9824 1.8296
H7 -4.4589 -1.8077 -1.4176
H8 -0.1769 -1.9099 -2.1382
H9 -5.1378 -5.3414 1.1309
H10 -3.0151 -4.3519 -0.8357
H11 2.8503 -1.9041 1.4647
H12 -3.3942 -5.4262 1.3850
H13 -5.0086 -2.7663 0.8450
H14 -1.2354 1.4508 0.1307
H15 -4.1433 -6.3648 0.0937
H16 -5.0874 5.1082 -0.6399
H17 -3.2790 -2.9061 1.1824
H18 -6.5323 3.1993 0.0741
H19 0.9605 1.5805 -0.6931
H20 -3.9080 -0.7793 -0.0765
H21 -2.3246 -0.7982 1.3888
H22 1.5320 3.2734 1.7864
H23 3.7895 -0.6633 2.3510
H24 7.7977 -0.1872 -1.6468
H25 1.7664 3.1587 -0.5897
H26 -5.4291 1.0376 0.6429
H27 7.5644 -0.6947 0.0312
H28 6.5208 1.5217 -0.3613
H29 -0.2505 -0.0657 2.4192
H30 -4.7570 -4.2795 -1.1009
H31 6.0187 1.2615 -2.7845
H32 1.9180 -1.1087 -1.1104

## Properties
SMILES: CCCCOc1ccc(N(CC(=O)NC(C)C)C(=O)CCC(=O)Nc2ccccn2)cc1
Molecular weight (g mol⁻¹): 440.5
Frontier orbital gap (eV): 9.272
2S+1: 1
HOMO energy (eV): -8.6

natural (NBO) atomic charge list, values in e, 4 entries: O -0.490; O -0.649; O -0.595; O -0.655


--- 2 ---
Density functional theory data (ωB97M-V with the def2-TZVPD basis set) for the molecule C24H32N4O4.

Element x y z (Å)
O1 2.4175 0.9257 -1.8539
O2 -2.3626 2.6513 -1.4259
O3 0.4392 -0.7171 -2.1594
O4 2.6364 2.5270 1.9354
N1 -3.2169 -2.0823 0.2989
N2 1.8218 1.0068 0.4337
N3 4.0422 0.9748 1.1125
N4 0.4388 -1.4497 -0.0105
C1 4.6790 -2.6581 -0.7957
C2 -1.9702 -1.4121 0.5431
C3 -4.9410 -1.7038 2.1430
C4 -0.2290 1.9045 -0.5353
C5 3.3166 -0.7229 -0.3944
C6 -3.9180 -1.7366 -0.9131
C7 5.6412 -2.1602 0.0691
C8 -0.0822 1.5229 1.8404
C9 4.2827 -0.2261 0.4796
C10 -1.3861 1.9662 1.9821
C11 -3.9524 -2.6291 1.4082
C12 0.4956 1.4998 0.5785
C13 -1.8675 2.5217 -2.7393
C14 -4.4995 -0.3155 -1.0076
C15 -5.0944 -0.0663 -2.3876
C16 -0.7963 -2.1944 -0.0909
C17 -4.2832 -0.4719 2.7505
C18 3.5223 -1.9361 -1.0320
C19 -1.5535 2.3003 -0.3922
C20 2.1296 0.1609 -0.7115
C21 2.8127 1.5869 1.1953
C22 0.8897 -0.7099 -1.0279
C23 -2.1273 2.3387 0.8800
C24 5.4489 -0.9509 0.7080
H1 -5.9031 -0.7660 -2.5898
H2 -3.2214 -1.8689 -1.7496
H3 -4.7268 -2.4613 -1.0417
H4 -3.8315 0.1452 1.9785
H5 0.2510 1.9243 -1.4983
H6 4.8345 -3.6018 -1.2944
H7 -1.8341 2.0030 2.9632
H8 0.8331 -1.2967 0.9053
H9 -1.0518 3.2253 -2.9318
H10 -4.3354 -0.1895 -3.1573
H11 -2.7064 2.7561 -3.3924
H12 6.1966 -0.5564 1.3799
H13 4.7644 1.3798 1.6909
H14 -5.7289 -1.3963 1.4546
H15 -1.0010 -2.3619 -1.1490
H16 -3.2218 -3.0044 2.1306
H17 -1.9602 -0.4005 0.1216
H18 0.4924 1.2210 2.7010
H19 6.5486 -2.7178 0.2451
H20 -3.1496 2.6690 0.9741
H21 1.8136 0.6091 -2.5536
H22 -1.5248 1.5012 -2.9377
H23 -1.7908 -1.3207 1.6162
H24 -3.5099 -0.7614 3.4597
H25 -5.0217 0.1271 3.2795
H26 -0.6717 -3.1584 0.4061
H27 2.7806 -2.3083 -1.7227
H28 -5.4885 0.9450 -2.4536
H29 -3.7141 0.4180 -0.8235
H30 -5.2706 -0.1715 -0.2509
H31 -5.4117 -2.2917 2.9348
H32 -4.5179 -3.4924 1.0359

## Properties
SMILES: CCCN(CCC)CCNC(=O)[C@]1(O)c2ccccc2NC(=O)N1c1cccc(OC)c1
Molecular weight (g mol⁻¹): 440.5
Frontier orbital gap (eV): 8.576
2S+1: 1
HOMO energy (eV): -7.9

natural (NBO) atomic charge list, values in e, 4 entries: O -0.715; O -0.496; O -0.651; O -0.620


It comes down to 1, which is 51.6 kJ/mol more stable than the next structure.


--- 1 ---
Density functional theory data (ωB97M-V with the def2-TZVPD basis set) for the molecule C2H3N3S2.

Element x y z (Å)
S1 -0.1971 2.1161 0.8382
S2 0.3229 0.3950 -2.2766
N1 -0.1503 0.3948 0.5321
N2 0.0942 -1.5589 -0.3887
N3 -0.0953 -1.7456 0.9632
C1 0.1007 -0.2718 -0.6380
C2 -0.1965 -0.5597 1.5064
H1 -0.4758 -0.3947 2.5663
H2 0.1539 2.5253 -0.3697
H3 0.4433 -0.9005 -2.7333

## Properties
SMILES: Sc1nncn1S
Molecular weight (g mol⁻¹): 133.2
Frontier orbital gap (eV): 9.418
2S+1: 1
HOMO energy (eV): -9.2

natural (NBO) atomic charge list, values in e, 4 entries: S 0.225; S 0.006; N -0.501; N -0.317


--- 2 ---
Density functional theory data (ωB97M-V with the def2-TZVPD basis set) for the molecule C2H3N3S2.

Element x y z (Å)
S1 1.8877 0.9695 -0.2257
S2 2.8734 -0.7352 0.5850
N1 0.2533 0.3522 -0.1737
N2 -1.2596 -0.9718 -0.6946
N3 0.0030 -0.7295 -0.7518
C1 -0.8059 0.8421 0.4209
C2 -1.7750 -0.0074 0.0552
H1 -2.8148 -0.0192 0.2872
H2 -0.9171 1.8824 0.7750
H3 2.5550 -1.5832 -0.2774

## Properties
SMILES: SSn1ccnn1
Molecular weight (g mol⁻¹): 133.2
Frontier orbital gap (eV): 9.502
2S+1: 1
HOMO energy (eV): -9.8

natural (NBO) atomic charge list, values in e, 4 entries: S 0.327; S -0.078; N -0.274; N -0.237


--- 3 ---
Density functional theory data (ωB97M-V with the def2-TZVPD basis set) for a structure of composition C2H3N3S2.

Element x y z (Å)
S1 1.1077 2.1336 -0.0426
S2 -1.8212 1.3675 0.6166
N1 2.3125 -1.1777 0.7377
N2 0.2029 -0.6064 -0.4498
N3 -0.7427 -1.5256 -0.3859
C1 -0.2670 1.1235 0.2820
C2 1.3625 -0.9018 0.1411
H1 0.2687 3.0713 -0.4374
H2 -0.8607 -2.2227 0.4116
H3 -1.5625 -1.2617 -0.8732

## Properties
Molecular weight (g mol⁻¹): 133.2
Frontier orbital gap (alpha / beta) (eV): 7.548 / 7.549
2S+1: 1
HOMO energy (alpha / beta) (eV): -8.5 / -8.5

natural (NBO) atomic charge list, values in e, 4 entries: S 0.152; S 0.108; N -0.357; N -0.304


It comes down to 1, which is 58.6 kJ/mol more stable than the next structure.


--- 1 ---
Density functional theory data (ωB97M-V with the def2-TZVPD basis set) for the ion HN5OS with charge -2.

Element x y z (Å)
S1 -1.8498 -1.6023 -0.5432
O1 1.5586 -0.8142 2.3528
N1 0.5373 -0.4888 1.6454
N2 -0.5583 -0.4858 -0.3177
N3 0.5418 -0.8780 0.4205
N4 -0.6275 0.5783 -1.0222
N5 0.3435 1.4687 -0.9403
H1 0.0543 2.2222 -1.5952

## Properties
SMILES: [H]/N=N/N([S-])/N=N/[O-]
Molecular weight (g mol⁻¹): 119.1
Frontier orbital gap (eV): 5.361
2S+1: 1
HOMO energy (eV): 1.3
Charge: -2

natural (NBO) atomic charge list, values in e, 4 entries: S -0.548; O -0.656; N 0.092; N -0.170


--- 2 ---
Density functional theory data (ωB97M-V with the def2-TZVPD basis set) for a cluster of 2 separate species, HN5OS in total.

Element x y z (Å)
S1 5.2294 -5.6462 -6.5379
O1 6.4107 -1.0278 -6.0919
N1 5.6529 -1.9002 -6.6162
N2 5.8317 -3.1605 -6.3232
N3 5.3338 -4.1419 -6.9047
N4 4.1119 -2.3326 -8.2790
N5 4.9104 -1.6127 -7.7905
H1 1.0859 4.0750 -1.0906

## Properties
Molecular weight (g mol⁻¹): 119.1
Frontier orbital gap (alpha / beta) (eV): 2.344 / 2.342
2S+1: 1
HOMO energy (alpha / beta) (eV): 2.0 / 2.0
Charge: -2

natural (NBO) atomic charge list, values in e, 4 entries: S -0.104; O -0.545; N 0.247; N -0.064


It comes down to 1, which is 325.8 kJ/mol more stable than the next structure.


--- 1 ---
Density functional theory data (ωB97M-V with the def2-TZVPD basis set) for a cluster of 3 separate species, C3H15N2O2 in total.

Element x y z (Å)
O1 0.0994 -2.9936 2.4447
O2 -3.7917 1.2840 0.5761
N1 1.7837 1.0459 0.5035
N2 -0.8112 0.4164 -0.1609
C1 1.1930 0.1753 -1.7002
C2 2.0327 -0.0441 -0.4714
C3 -0.3116 -0.0395 -1.5275
H1 -1.2062 1.3488 -0.2696
H2 0.0247 0.6770 0.4151
H3 3.0902 -0.0058 -0.7555
H4 -4.1665 1.4915 1.4386
H5 0.9935 -3.0381 2.8227
H6 1.9331 -1.0030 0.0526
H7 -4.4487 1.5889 -0.0582
H8 1.3011 1.1803 -2.1030
H9 -0.4419 -3.4409 3.1081
H10 -0.6326 -1.0741 -1.6698
H11 -0.9065 0.5459 -2.2141
H12 1.4490 -0.3824 -2.6007
H13 -1.4888 -0.2160 0.2483
H14 1.8352 0.6926 1.4533
H15 2.4700 1.7909 0.4679

## Properties
Molecular weight (g mol⁻¹): 111.2
Frontier orbital gap (eV): 11.265
2S+1: 1
HOMO energy (eV): -14.0
Charge: +1

natural (NBO) atomic charge list, values in e, 4 entries: O -0.954; O -0.974; N -0.880; N -0.711


--- 2 ---
Density functional theory data (ωB97M-V with the def2-TZVPD basis set) for a cluster of 3 separate species, C3H15N2O2 in total.

Element x y z (Å)
O1 1.7170 0.1615 -3.3014
O2 0.7485 0.3479 2.9173
N1 -2.2118 -0.9712 0.0320
N2 -0.1548 0.5488 -0.6778
C1 0.3517 1.7599 -0.0143
C2 -0.9076 -1.3261 0.7595
C3 0.2297 -0.7243 -0.0924
H1 -2.5928 -0.1089 0.4160
H2 1.6559 0.0281 2.8828
H3 1.6122 1.0928 -3.5280
H4 -0.8245 -2.4007 0.8277
H5 0.4434 -1.3978 -0.9210
H6 1.3706 2.0182 -0.3141
H7 0.2991 1.6265 1.0644
H8 1.1033 -0.7891 0.5535
H9 -2.8967 -1.7102 0.1955
H10 -2.0687 -0.8812 -0.9749
H11 0.2398 0.5156 -1.6090
H12 0.5495 0.4579 3.8551
H13 -0.2812 2.6186 -0.2360
H14 2.6261 -0.0468 -3.5455
H15 -1.0089 -0.8194 1.7104

## Properties
Molecular weight (g mol⁻¹): 111.2
Frontier orbital gap (eV): 9.860
2S+1: 1
HOMO energy (eV): -13.0
Charge: +1

natural (NBO) atomic charge list, values in e, 4 entries: O -0.961; O -0.966; N -0.674; N -0.673


It comes down to 1, which is 42.6 kJ/mol more stable than the next structure.